(1)
The following is a DFT calculation (wB97M-V/def2-TZVPD) of 2 unconnected molecules or ions with the total composition C5H12O2 in a non-equilibrium geometry.

Geometry as XYZ:
```
19
Properties=species:S:1:pos:R:3:nbo_charge:R:1
H -2.18848 -4.42217 -0.84374 0.319
C 0.75483 -0.65932 -0.03837 -0.599
H 0.25800 1.22286 1.98698 0.194
H 1.19288 -0.90507 0.93173 0.199
H -1.16103 0.54823 -0.59813 0.196
H -1.65868 2.61819 -0.01689 0.180
H -1.86036 -3.40345 0.12019 0.293
O 2.31122 1.16139 0.00416 -0.739
H 1.39675 0.57878 -1.78214 0.159
O -2.47126 -3.50210 -0.65086 -1.258
H 2.31338 1.95773 -0.54064 0.461
C 1.75655 0.13935 -0.85219 -0.089
C -0.90685 2.50901 0.75707 -0.474
H 2.56742 -0.55279 -1.13626 0.157
H -1.21286 -0.65471 0.70400 0.216
C -0.58311 0.10374 0.22608 -0.480
H 0.36706 -1.57759 -0.48354 0.210
C -0.30767 1.35701 1.07275 -0.124
H -0.56777 3.48092 1.13980 0.179
```

- Gap between HOMO and LUMO (alpha / beta): 2.28 / 9.41 eV
- 2S+1: 2
- Highest occupied orbital energy (alpha / beta): 1.0 / -6.2 eV
- Total charge: -1



(2)
The following is a DFT calculation (wB97M-V/def2-TZVPD) of a single C18H19ClN4O2 molecule in a non-equilibrium geometry.

Geometry as XYZ:
```
44
Properties=species:S:1:pos:R:3:nbo_charge:R:1
N 3.45570 0.98598 3.53928 -0.640
C 1.47142 -1.13515 -0.67424 0.021
H 1.58892 -2.04551 -0.08824 0.197
H 2.03967 -0.86988 -2.80164 0.256
O 3.56403 -0.22501 -1.25963 -0.626
C 3.84155 1.31458 1.10560 -0.227
O 0.15710 -0.52134 -0.43398 -0.504
H 1.16327 -0.82380 1.79137 0.225
H 0.82925 0.83897 2.07154 0.215
C 1.48703 -1.56653 -2.16304 -0.441
N 2.75316 0.38324 0.94725 -0.445
H 1.86936 -0.32466 4.03711 0.204
H -5.37573 3.18990 0.81001 0.393
H 3.89185 0.82906 4.50946 0.371
C -2.92361 -0.06184 -0.59322 0.015
C 0.01797 -1.50344 -2.45956 -0.050
H -3.64255 1.32837 -1.93571 0.221
C -2.74934 -0.89051 -2.84143 -0.242
H 4.61511 1.30234 0.30928 0.255
C 2.68483 -0.23109 -0.34238 0.674
C -2.09861 -0.54020 -1.67575 -0.047
C -3.77588 0.00451 1.62352 0.079
H -3.78897 -0.44063 2.62458 0.188
C -3.77175 1.05040 -0.88481 -0.312
C -4.62032 1.52944 0.12047 0.379
Cl -2.84421 -1.75501 -5.43505 -0.013
C -0.72217 -0.86052 -1.46676 0.297
H -5.05328 3.31639 -0.85372 0.390
C 2.47879 -0.13053 3.20412 -0.223
H 1.86412 -2.54965 -2.44279 0.234
H 5.19431 1.96605 2.60135 0.206
H -3.84435 -0.71307 -3.06277 0.247
H 0.08504 -2.09758 -4.44052 0.224
H -2.24162 -1.33395 1.06832 0.218
C 1.68076 0.10489 1.93442 -0.220
N -5.25997 2.68537 -0.04091 -0.787
C -2.06703 -1.53723 -3.85564 -0.033
H 3.07544 -1.02890 3.05799 0.165
H 3.31780 2.30696 1.13702 0.192
H 5.24262 0.28125 2.43264 0.166
C -0.62224 -1.76117 -3.69165 -0.200
C -2.88144 -0.58611 0.71097 -0.305
N -4.60801 0.99513 1.30943 -0.490
C 4.52197 1.12050 2.49766 -0.232
```

- Gap between HOMO and LUMO: 8.83 eV
- SMILES: Nc1cc(-c2cc(Cl)cc3c2O[C@H](C(=O)N2CCNCC2)C3)ccn1
- Highest occupied orbital energy: -8.3 eV
- Total charge: 0



(3)
The following is a DFT calculation (wB97M-V/def2-TZVPD) of 2 unconnected molecules or ions with the total composition C31H32N3 in a non-equilibrium geometry.

Geometry as XYZ:
```
66
Properties=species:S:1:pos:R:3:nbo_charge:R:1
C 0.36127 5.14015 1.84963 -0.112
C 0.77469 2.40967 1.41684 -0.188
C 0.98559 0.98025 1.55684 0.301
H 0.04210 0.29852 -1.35688 0.202
C 0.92763 4.68283 0.64613 -0.224
H -5.69450 3.99136 1.08473 0.219
H 6.01084 -2.05113 1.00439 0.210
H 3.18835 1.83570 0.28524 0.228
H -2.63082 2.96681 -3.05456 0.206
H 0.77895 -1.68257 0.96283 0.232
H 0.26674 6.21009 2.01757 0.238
N -2.85653 -1.27124 -2.04711 -0.408
C 1.70537 -1.22403 0.61849 -0.146
H -4.00733 3.87019 1.67952 0.203
H -3.87926 1.64923 1.11373 0.204
C 1.13893 3.31686 0.42092 -0.105
H -5.19149 1.96586 -1.57093 0.174
C -0.15219 1.74171 3.45341 -0.006
C 2.69311 -2.00766 0.05319 -0.228
C 3.04355 0.76076 0.20502 -0.129
H -5.07221 4.85884 -0.94510 0.163
C -3.29009 0.97254 -1.35713 -0.047
H 1.57467 2.96459 -0.51223 0.233
H -4.11787 3.92840 -3.23472 0.175
H 6.52835 -3.39073 -0.06960 0.210
C 5.15650 -2.50534 -2.22468 -0.399
H -0.56624 4.57637 3.74239 0.234
H -1.03825 2.60179 5.20470 0.234
H -5.59680 1.67528 0.64831 0.220
H 5.98988 -1.91318 -2.63709 0.184
C 4.04055 -0.02341 -0.34506 -0.249
C -4.24372 2.09065 -1.00295 -0.057
H -1.60000 2.15143 -0.75601 0.232
H -0.88676 -1.93301 -2.01765 0.193
C -1.03344 0.16086 -1.44791 -0.267
C -4.67974 3.66372 0.84000 -0.413
C -4.63009 2.16277 0.49821 -0.395
H -4.78497 -0.46374 -2.04531 0.203
H 0.81382 -1.54193 3.03098 0.230
H -3.48483 5.21295 -0.21728 0.193
H 1.21542 5.40426 -0.12169 0.240
N 4.97475 -2.22611 -0.81435 -0.504
H 7.00064 -1.72550 -0.46049 0.181
C -1.92521 1.18423 -1.14474 -0.195
C 3.91103 -1.42649 -0.37625 0.291
C 0.10601 2.88469 2.59982 0.098
H 4.95188 0.43134 -0.73428 0.240
H -2.66689 4.67110 -2.53314 0.200
C -3.24808 3.73986 -2.57950 -0.407
C 0.37222 0.56466 2.80254 -0.091
C -0.68817 0.45025 5.38929 -0.110
C -3.72050 -0.28439 -1.83531 0.041
C -0.20592 -0.71052 4.75542 -0.223
C -0.66968 1.68764 4.73769 -0.197
H 4.23424 -2.27618 -2.77217 0.211
H 2.57614 -3.09002 -0.03109 0.248
C 1.88068 0.17575 0.76254 -0.090
C -1.55560 -1.08460 -1.85093 0.024
H -1.07935 0.38098 6.40106 0.238
H -0.26831 -1.67231 5.26969 0.240
N -3.61353 3.37709 -1.24209 -0.458
C 0.36735 -0.65687 3.47774 -0.110
C -4.20550 4.40430 -0.42089 -0.202
H 5.41006 -3.56584 -2.35009 0.206
C -0.08694 4.24164 2.82181 -0.219
C 6.19448 -2.34530 -0.03646 -0.399
```

- Gap between HOMO and LUMO: 4.40 eV
- Highest occupied orbital energy: -10.3 eV
- Total charge: +1



(4)
The following is a DFT calculation (wB97M-V/def2-TZVPD) of a single C4H7ClN2O molecule in a non-equilibrium geometry.

Geometry as XYZ:
```
15
Properties=species:S:1:pos:R:3:nbo_charge:R:1
H -1.31704 -2.02008 0.52621 0.395
H -0.83151 2.06988 -0.09333 0.278
H 3.50941 0.39841 0.36217 0.400
N 2.69791 -0.10653 0.35229 -0.778
C 0.45374 -0.47470 -0.26893 -0.240
H 2.73080 -1.03953 0.70885 0.406
H -2.12586 1.26310 -1.17990 0.236
H -2.22987 1.28070 0.61367 0.206
N -1.73642 -1.23039 0.11462 -0.791
C -0.85951 -0.20107 -0.14749 0.263
C 1.60699 0.40348 -0.17444 0.617
Cl 0.85450 -2.17648 -0.46866 -0.066
C -1.50679 1.19005 -0.21719 -0.660
O 1.42939 1.61693 -0.55837 -0.659
H -2.67574 -0.97376 0.43051 0.391
```

- Gap between HOMO and LUMO: 9.11 eV
- SMILES: C/C(N)=C(/Cl)C(N)=O
- Highest occupied orbital energy: -8.3 eV
- Total charge: 0